ORCA calculation (ωB97M-V/def2-TZVPD) on a molecular structure, C24H44BCl2F6N4O3PSeSi2Zr in a non-equilibrium geometry.

Structure (ORCA input):
```
! RIJCOSX wB97M-V def2-TZVPD def2/J DEFGRID3
* xyz 1 2
Zr 0.260 0.137 1.307
C -4.959 0.906 -0.398
O -3.636 1.171 0.038
C -3.581 2.262 0.922
C -2.151 2.534 1.302
O -1.573 1.431 2.054
C -1.579 1.733 3.467
C -0.947 0.599 4.223
O 0.320 0.360 3.604
C 1.384 0.045 4.527
H -5.612 0.671 0.448
H -4.912 0.051 -1.067
H -5.369 1.765 -0.938
H -4.193 2.075 1.816
H -3.973 3.169 0.440
H -2.108 3.427 1.927
H -1.529 2.699 0.427
H -2.610 1.892 3.791
H -0.990 2.641 3.616
H -1.537 -0.320 4.200
H -0.796 0.906 5.259
H 1.135 -0.862 5.073
H 1.523 0.891 5.199
H 2.285 -0.099 3.941
B 0.297 -3.090 3.114
N -0.973 -2.706 2.300
C -2.126 -3.374 2.396
C -3.165 -2.557 1.987
C -2.551 -1.360 1.658
N -1.222 -1.449 1.854
N 1.591 -2.640 2.372
C 2.768 -3.261 2.465
C 3.747 -2.481 1.869
C 3.068 -1.364 1.425
N 1.757 -1.457 1.730
H 0.333 -4.286 3.210
H 0.225 -2.547 4.191
H -2.131 -4.384 2.769
H -4.210 -2.801 1.926
H -2.982 -0.469 1.229
H 2.835 -4.217 2.955
H 4.795 -2.696 1.768
H 3.451 -0.508 0.895
C 1.599 -3.038 -0.939
Si 0.149 -2.024 -1.467
C -1.504 -2.767 -1.093
C 0.315 -1.612 -3.278
C 1.528 -1.762 -3.951
C 1.606 -1.584 -5.326
C 0.469 -1.266 -6.051
C -0.749 -1.117 -5.400
C -0.822 -1.286 -4.028
H 1.707 -3.855 -1.657
H 1.457 -3.463 0.052
H 2.526 -2.464 -0.956
H -1.382 -3.658 -0.476
H -1.990 -3.062 -2.024
H -2.163 -2.082 -0.568
H 2.423 -2.029 -3.403
H 2.553 -1.706 -5.835
H 0.530 -1.139 -7.124
H -1.641 -0.875 -5.964
H -1.778 -1.160 -3.534
C -2.095 2.478 -3.045
Si -0.306 2.414 -2.561
C 0.247 3.971 -1.731
C 0.801 1.938 -3.961
Se -0.334 0.581 -1.061
H -2.225 3.200 -3.856
H -2.727 2.785 -2.210
H -2.440 1.503 -3.388
H 0.150 4.775 -2.467
H 1.289 3.909 -1.426
H -0.348 4.240 -0.856
H 0.752 2.737 -4.707
H 0.495 1.004 -4.432
H 1.833 1.843 -3.634
Cl 5.592 -1.121 -1.332
C 4.973 0.512 -1.648
Cl 3.204 0.521 -1.724
H 5.370 0.848 -2.598
H 5.283 1.156 -0.833
F 2.166 1.224 1.862
P 2.223 2.972 1.896
F 2.430 2.885 0.313
F 3.782 2.880 2.135
F 0.595 2.842 1.647
F 1.939 2.868 3.462
F 2.157 4.544 1.885
*
```

Values from the calculation:
LUMO level (spin up / spin down): -2.89 / -3.18 eV
HOMO energy (spin up / spin down): -8.95 / -11.57 eV
orbital gap (spin up / spin down): 6.07 / 8.39 eV

ORCA calculation (ωB97M-V/def2-TZVPD) on 2 unconnected molecules or ions with the total composition C15H16BrCl2N5O5S2 in a non-equilibrium geometry.

Structure (ORCA input):
```
! RIJCOSX wB97M-V def2-TZVPD def2/J DEFGRID3
* xyz 0 1
O -2.381 -0.749 -0.548
C -2.164 -0.387 -1.690
N -2.462 0.878 -2.118
C -3.072 1.859 -1.367
N -3.191 3.006 -1.983
C -3.845 3.922 -1.164
C -4.212 3.454 0.069
Br -5.126 4.462 1.410
S -3.745 1.789 0.262
N -1.536 -1.196 -2.573
S -1.450 -2.841 -2.218
O -2.751 -3.375 -1.786
O -0.998 -3.480 -3.462
C -0.155 -3.007 -0.947
C 1.195 -2.873 -1.302
C 2.189 -3.012 -0.329
C 1.850 -3.290 0.998
Cl 3.115 -3.462 2.191
C 0.501 -3.421 1.359
Cl 0.052 -3.747 3.015
C -0.496 -3.280 0.386
H -1.974 1.215 -2.936
H -4.053 4.941 -1.480
H -1.692 -1.008 -3.549
H 1.477 -2.658 -2.331
H 3.235 -2.895 -0.595
H -1.542 -3.376 0.676
C 2.249 3.357 -0.814
N 1.752 2.297 0.060
C 0.917 1.325 -0.326
O 0.512 1.234 -1.483
C 0.448 0.295 0.714
N 1.043 0.370 2.057
C 2.322 0.110 2.327
C 2.715 0.079 3.784
O 3.162 -0.078 1.460
H 2.930 2.934 -1.554
H 2.778 4.110 -0.227
H 1.413 3.829 -1.336
H 2.113 2.243 0.999
H 0.645 -0.690 0.302
H -0.629 0.409 0.822
H 0.419 0.507 2.835
H 2.237 -0.773 4.265
H 2.408 1.002 4.271
H 3.797 -0.028 3.853
*
```

Values from the calculation:
structure (SMILES): O=C(Nc1ncc(Br)s1)NS(=O)(=O)c1ccc(Cl)c(Cl)c1.CNC(=O)CNC(C)=O
LUMO level: -0.06 eV
HOMO energy: -8.79 eV
orbital gap: 8.73 eV

ORCA calculation (ωB97M-V/def2-TZVPD) on a molecular structure, C11H15ClN5O6RhS.

Structure (ORCA input):
```
! RIJCOSX wB97M-V def2-TZVPD def2/J DEFGRID3
* xyz 2 1
Rh 0.389 0.576 0.308
C 3.677 0.972 4.205
O 2.581 0.208 3.623
C 2.193 0.412 2.413
O 1.249 -0.283 1.960
N 2.788 1.351 1.641
N 2.293 1.516 0.326
H 3.763 0.600 5.219
H 3.418 2.030 4.225
H 4.593 0.773 3.652
H 3.470 2.007 1.989
H 2.989 1.156 -0.325
H 2.124 2.506 0.137
C 0.514 -0.266 -4.582
N -0.479 -0.740 -3.610
C -1.772 -1.113 -3.919
C -2.389 -1.434 -2.765
N -1.452 -1.280 -1.750
C -0.295 -0.841 -2.293
S 1.184 -0.519 -1.477
C -1.735 -1.507 -0.373
C -2.569 -2.554 -0.039
C -2.970 -2.696 1.280
C -2.522 -1.777 2.214
C -1.651 -0.790 1.807
N -1.242 -0.653 0.533
H 0.176 -0.556 -5.571
H 1.475 -0.733 -4.386
H 0.595 0.817 -4.515
H -2.138 -1.100 -4.931
H -3.402 -1.732 -2.567
H -2.888 -3.250 -0.803
H -3.619 -3.512 1.565
H -2.825 -1.822 3.250
H -1.259 -0.075 2.515
O -0.521 1.914 -0.885
Cl -0.893 2.932 0.241
O -1.584 3.990 -0.342
O 0.366 3.310 0.832
O -1.632 2.163 1.197
*
```

Values from the calculation:
relative energy (zero: lowest compared OMol25 entry of this formula, charge and spin): 0.0 kJ/mol
LUMO level (spin up / spin down): -8.05 / -8.04 eV
HOMO energy (spin up / spin down): -15.43 / -15.43 eV
orbital gap (spin up / spin down): 7.39 / 7.39 eV

ORCA calculation (ωB97M-V/def2-TZVPD) on 5 unconnected molecules or ions with the total composition C36H40ClF32N2O8 in a non-equilibrium geometry.

Structure (ORCA input):
```
! RIJCOSX wB97M-V def2-TZVPD def2/J DEFGRID3
* xyz 1 1
C 7.509 -3.132 0.488
C 6.476 -2.066 -0.208
N 5.115 -2.283 -0.073
C 6.950 -0.694 -1.038
C 6.119 0.550 -0.290
C 6.712 1.412 0.980
C 8.237 1.075 1.569
O 8.025 0.178 2.746
O 7.615 0.912 3.742
N 5.818 2.493 1.584
C 4.411 2.826 1.107
C 3.714 2.050 -0.156
C 2.229 2.325 -0.787
C 1.281 3.354 0.064
C 0.117 2.423 0.817
C -1.206 2.188 -0.149
C -1.676 0.600 -0.245
O -2.830 0.377 0.643
C -3.556 -0.859 0.305
C -4.957 -1.225 1.141
O -3.180 -1.771 -0.607
C 4.616 0.853 -0.876
Cl 3.871 -0.106 -2.281
H 7.947 -3.820 -0.351
H 6.869 -3.730 1.299
H 8.326 -2.541 1.097
H 4.918 -3.146 0.482
H 8.108 -0.520 -1.008
H 6.653 -0.750 -2.187
H 8.886 0.457 0.792
H 8.818 2.063 1.895
H 6.618 1.029 3.742
H 6.235 3.004 2.420
H 3.831 3.662 1.686
H 1.660 1.279 -0.857
H 2.398 2.663 -1.915
H 0.780 4.084 -0.737
H 1.826 3.976 0.891
H 0.602 1.398 1.185
H -0.215 3.048 1.771
H -2.120 2.749 0.375
H -1.097 2.685 -1.220
H -0.785 -0.148 -0.035
H -2.038 0.451 -1.371
H -5.876 -0.573 0.781
H -4.814 -1.001 2.282
H -5.200 -2.363 0.967
C -0.186 -3.138 -2.589
C 1.317 -3.260 -2.290
C 2.229 -3.084 -3.500
F 2.009 -4.020 -4.452
F 3.534 -3.214 -3.137
F 1.552 -4.438 -1.656
F 1.627 -2.281 -1.382
O -0.895 -4.367 -2.767
C -0.830 -4.925 -4.079
C -0.105 -6.275 -4.117
F 1.165 -6.176 -3.650
F -0.014 -6.747 -5.389
F -0.293 -4.013 -4.924
F -2.122 -5.085 -4.476
H -0.644 -2.690 -1.698
H -0.398 -2.422 -3.393
H 2.108 -2.096 -3.950
H -0.630 -7.020 -3.510
C -9.451 -1.567 -1.178
C -10.452 -0.754 -2.014
C -10.067 0.705 -2.238
F -9.971 1.397 -1.079
F -11.013 1.340 -2.980
F -11.688 -0.863 -1.461
F -10.539 -1.361 -3.240
O -9.763 -1.716 0.210
C -9.355 -0.634 1.046
C -10.538 0.100 1.690
F -11.386 0.600 0.756
F -10.113 1.157 2.432
F -8.541 0.190 0.343
F -8.577 -1.189 2.014
H -9.480 -2.591 -1.571
H -8.414 -1.246 -1.334
H -9.117 0.788 -2.772
H -11.109 -0.571 2.339
C -6.689 -0.748 5.898
C -7.131 -0.622 7.365
C -6.797 0.712 8.025
F -5.465 0.948 8.064
F -7.222 0.725 9.317
F -6.630 -1.668 8.074
F -8.493 -0.776 7.388
O -5.452 -1.430 5.669
C -4.279 -0.627 5.800
C -3.378 -1.073 6.957
F -4.033 -1.038 8.145
F -2.302 -0.251 7.085
F -4.639 0.677 5.881
F -3.611 -0.756 4.621
H -7.438 -1.376 5.401
H -6.736 0.207 5.361
H -7.283 1.544 7.509
H -3.016 -2.094 6.801
C 8.137 2.315 -4.778
C 7.136 3.129 -5.613
C 7.521 4.588 -5.837
F 7.617 5.279 -4.678
F 6.575 5.223 -6.579
F 5.899 3.020 -5.060
F 7.049 2.522 -6.839
O 7.825 2.167 -3.389
C 8.232 3.249 -2.553
C 7.050 3.982 -1.909
F 6.202 4.483 -2.843
F 7.475 5.040 -1.167
F 9.047 4.072 -3.256
F 9.011 2.694 -1.585
H 8.108 1.292 -5.171
H 9.173 2.637 -4.933
H 8.471 4.671 -6.371
H 6.479 3.312 -1.260
*
```

Values from the calculation:
LUMO level: -5.00 eV
HOMO energy: -12.24 eV
orbital gap: 7.24 eV

ORCA calculation (ωB97M-V/def2-TZVPD) on a molecular structure, C23H27OSiV in a non-equilibrium geometry.

Structure (ORCA input):
```
! RIJCOSX wB97M-V def2-TZVPD def2/J DEFGRID3
* xyz -1 4
C 1.356 -0.105 2.136
C 2.589 0.483 0.152
C 1.912 1.701 0.086
H 3.377 0.241 -0.570
C 0.807 1.934 0.930
C 0.631 1.082 2.038
H -0.131 1.332 2.782
H 1.215 -0.779 2.990
H 2.164 2.433 -0.681
H 0.157 2.804 0.785
C -0.379 -1.541 -1.637
C 1.012 -1.713 -1.410
C 1.227 -2.469 -0.093
H 1.808 -1.570 -2.142
C -0.130 -2.237 0.564
C -1.082 -1.852 -0.417
H -2.165 -1.761 -0.275
H -0.852 -1.207 -2.566
H 1.371 -3.547 -0.313
H -0.346 -2.542 1.588
V 0.492 -0.201 0.083
O -2.134 2.160 -0.530
C -1.893 2.814 -1.833
C -2.787 3.373 -0.746
H -0.892 3.260 -1.992
H -2.387 2.369 -2.698
H -2.421 4.199 -0.137
H -4.586 4.984 0.303
C -5.061 4.270 -0.375
C -4.224 3.323 -1.008
C -4.752 2.406 -1.941
H -4.106 1.722 -2.494
C -6.130 2.398 -2.185
H -6.557 1.659 -2.891
C -6.960 3.332 -1.532
H -8.034 3.333 -1.738
C -6.420 4.300 -0.652
H -7.050 5.075 -0.196
C 4.126 -2.881 3.025
Si 3.903 -2.996 1.164
C 5.353 -2.243 0.235
C 3.534 -4.744 0.585
C 2.397 -1.963 0.746
C 2.254 -0.518 1.112
H 4.945 -3.523 3.379
H 3.199 -3.184 3.533
H 4.348 -1.847 3.325
H 6.268 -2.832 0.380
H 5.132 -2.200 -0.841
H 5.547 -1.218 0.580
H 2.623 -5.123 1.069
H 3.371 -4.766 -0.502
H 4.364 -5.422 0.826
*
```

Values from the calculation:
LUMO level (spin up / spin down): 2.47 / 2.47 eV
HOMO energy (spin up / spin down): -1.44 / -1.42 eV
orbital gap (spin up / spin down): 3.91 / 3.89 eV

ORCA calculation (ωB97M-V/def2-TZVPD) on a molecular structure, C36H58Al2Br2Cl6F8N4O16P3 in a non-equilibrium geometry.

Structure (ORCA input):
```
! RIJCOSX wB97M-V def2-TZVPD def2/J DEFGRID3
* xyz 1 1
C 3.954 -0.094 1.430
C 2.762 0.229 0.952
C 2.618 1.152 -0.206
C 3.100 0.833 -1.459
C 3.764 -0.460 -1.837
C 2.797 -1.290 -2.727
C 1.584 -1.803 -2.050
F 0.854 -1.001 -1.237
C 1.102 -3.068 -2.269
F 0.026 -3.302 -2.993
F 1.592 -4.181 -1.762
N 2.958 1.756 -2.430
C 2.369 2.955 -2.268
P 2.342 4.033 -3.793
N 3.160 5.491 -3.368
O 3.217 3.226 -4.955
C 1.835 3.306 -1.042
C 1.118 4.622 -0.816
C -0.140 4.722 -1.677
C -1.310 3.907 -1.080
C -2.417 3.758 -2.141
C -2.919 2.327 -2.269
C -1.878 1.381 -2.903
C -2.012 -0.003 -2.266
C 1.980 2.383 -0.003
C 1.483 2.653 1.388
O 0.640 1.931 1.849
O 2.051 3.668 2.001
P 1.138 4.361 3.346
O 0.261 5.545 2.636
Br 2.723 5.379 4.428
H 4.118 -0.855 2.199
H 4.840 0.411 1.061
H 1.839 -0.109 1.402
H 4.042 -1.022 -0.959
H 4.617 -0.200 -2.468
H 3.339 -2.125 -3.171
H 2.443 -0.695 -3.578
H 3.340 1.529 -3.344
H 4.107 5.522 -3.745
H 3.269 5.483 -2.354
H 3.997 3.757 -5.177
H 0.790 4.619 0.218
H 1.799 5.465 -0.897
H 0.012 4.324 -2.678
H -0.494 5.743 -1.816
H -1.679 4.473 -0.226
H -0.921 2.931 -0.780
H -2.082 4.085 -3.128
H -3.212 4.455 -1.870
H -3.300 1.927 -1.330
H -3.765 2.342 -2.959
H -2.137 1.240 -3.952
H -0.858 1.766 -2.820
H -3.047 -0.332 -2.303
H -1.432 -0.751 -2.812
H -1.691 -0.009 -1.225
H -0.315 5.110 1.992
Br 5.624 -2.331 2.895
O 3.538 4.121 7.698
Cl 4.931 4.260 7.329
O 5.770 3.918 8.446
O 5.179 5.631 6.931
O 5.217 3.382 6.212
C 5.382 6.485 1.602
Cl 6.354 5.745 2.870
Cl 6.374 6.723 0.148
Cl 4.028 5.407 1.222
Cl 4.767 8.037 2.147
Al 3.570 -3.356 3.832
C -5.531 -3.635 -0.695
C -6.373 -2.681 0.146
C -5.518 -1.427 0.143
O -4.806 -1.419 -1.106
C -4.944 -2.693 -1.739
H -6.099 -4.454 -1.134
H -4.732 -4.062 -0.083
H -7.326 -2.490 -0.354
H -6.581 -3.044 1.150
H -4.786 -1.447 0.956
H -6.107 -0.514 0.229
H -5.618 -2.579 -2.595
H -3.970 -3.022 -2.107
F 2.827 9.772 -1.609
Al 1.791 9.008 -0.572
F 1.790 7.354 -0.828
F 0.102 9.591 -0.970
F 2.070 9.399 1.003
Cl -0.465 8.832 -2.505
C 0.831 -5.915 1.865
C 1.556 -7.032 2.584
N 1.299 -8.375 2.025
C 0.516 -8.701 0.944
C 0.544 -10.051 0.826
N 1.354 -10.524 1.831
C 1.811 -9.492 2.531
C 1.668 -11.931 2.101
H -0.248 -6.071 1.876
H 1.040 -4.964 2.351
H 1.153 -5.842 0.824
H 1.250 -7.056 3.630
H 2.632 -6.863 2.556
H 0.012 -7.942 0.375
H 0.076 -10.733 0.139
H 2.480 -9.552 3.374
H 1.362 -12.179 3.114
H 2.737 -12.091 1.989
H 1.132 -12.559 1.398
C 2.096 2.864 -8.561
C 3.425 2.420 -9.127
O 3.349 2.863 -10.463
C 2.534 3.965 -10.476
O 2.458 4.735 -11.365
O 1.831 4.048 -9.313
F 3.551 1.069 -9.112
H 1.306 2.134 -8.743
H 2.139 3.078 -7.495
H 4.297 2.866 -8.644
C -8.342 -3.258 4.461
O -7.699 -1.990 4.635
P -6.076 -1.995 4.682
O -5.653 -2.567 3.389
O -6.036 -3.102 5.898
C -6.635 -2.777 7.157
O -4.761 -1.207 5.216
C -3.685 -1.981 5.747
H -9.138 -3.113 3.735
H -7.658 -4.023 4.102
H -8.774 -3.574 5.410
H -7.289 -3.597 7.450
H -7.224 -1.860 7.109
H -5.854 -2.663 7.909
H -3.534 -2.890 5.168
H -3.862 -2.230 6.792
H -2.799 -1.353 5.685
*
```

Values from the calculation:
LUMO level: -6.51 eV
HOMO energy: -8.35 eV
orbital gap: 1.85 eV